# C38H32N6O12S2V

C38H32N6O12S2V as an isolated structure at a distorted geometry (the ωB97M-V functional and the def2-TZVPD basis, the OMol25 dataset).

Computed properties:
* largest force on an atom: 2.01 eV/A
* highest occupied orbital energy (alpha / beta): -0.5 / -2.8 eV
* frontier orbital gap (alpha / beta): 4.63 / 6.92 eV
* ΔE to the lowest compared entry with this formula, charge and spin: 23.5 kcal/mol
* <S²>: 3.80

Structure (ORCA input):
```
! wB97M-V def2-TZVPD RIJCOSX def2/J DEFGRID3
* xyz -2 4
V -0.2325 -0.0348 0.4400
O -2.8595 -3.1422 0.5431
C -1.8746 -2.4915 0.8387
O -1.5665 -1.3415 0.3101
C -0.9642 -2.9678 1.9467
C -1.2086 -4.1746 2.5041
C -0.5302 -4.5820 3.6633
C 0.3113 -3.7177 4.3187
C 0.5809 -2.4814 3.7714
C 0.0537 -2.1001 2.4832
O 0.4770 -1.0810 1.8576
N 1.3693 -1.5748 4.6028
O 1.9500 -2.0479 5.5731
O 1.4391 -0.4006 4.3191
N -0.7926 -5.8862 4.2374
O -0.2347 -6.2008 5.2777
O -1.5617 -6.6249 3.6532
H -1.9673 -4.8089 2.0650
H 0.7404 -3.9840 5.2694
C -8.1022 -0.6694 1.0159
C -6.7159 -0.2450 1.4388
C -5.6652 -0.2655 0.5254
C -4.3788 0.0840 0.9031
C -4.1351 0.4596 2.2155
C -5.1710 0.4950 3.1427
C -6.4550 0.1489 2.7480
S -2.4833 0.7496 2.8156
O -2.6058 1.8346 3.7659
O -2.0259 -0.5031 3.3610
N -1.6158 1.1304 1.5267
C -1.9966 2.3167 0.8393
C -2.8169 3.3517 1.3073
C -3.0463 4.4862 0.5252
C -2.4921 4.6199 -0.7247
C -1.7154 3.5737 -1.2595
C -1.1779 3.6155 -2.5828
C -0.4841 2.5066 -3.0548
C -0.2999 1.4013 -2.2570
N -0.7609 1.3094 -0.9655
C -1.4867 2.4131 -0.4832
H -8.0995 -1.7091 0.6764
H -8.4714 -0.0548 0.1890
H -8.8105 -0.5862 1.8447
H -5.8490 -0.5854 -0.4965
H -3.5585 0.0365 0.1974
H -4.9564 0.7934 4.1627
H -7.2673 0.1795 3.4691
H -3.2431 3.2955 2.2960
H -3.6694 5.2806 0.9267
H -2.6489 5.5187 -1.3143
H -1.3368 4.4925 -3.2005
H -0.0813 2.4856 -4.0617
H 0.2237 0.5444 -2.6461
C -3.6137 -1.2940 -6.0155
C -2.5841 -1.6631 -4.9743
C -1.4403 -2.3752 -5.3130
C -0.4739 -2.6726 -4.3597
C -0.6484 -2.2567 -3.0477
C -1.8027 -1.5684 -2.6805
C -2.7548 -1.2733 -3.6442
S 0.6375 -2.6602 -1.8787
O 0.0595 -3.4858 -0.8591
O 1.6372 -3.3012 -2.7105
N 1.1019 -1.2639 -1.2191
C 2.2373 -0.5690 -1.7129
C 3.2429 -0.9942 -2.6350
C 4.2613 -0.1319 -2.9867
C 4.3245 1.1549 -2.4577
C 3.3129 1.4894 -1.5870
N 2.3230 0.6744 -1.2353
H -3.4692 -1.8577 -6.9404
H -3.5519 -0.2288 -6.2558
H -4.6249 -1.4864 -5.6494
H -1.2969 -2.7003 -6.3410
H 0.4174 -3.2280 -4.6208
H -1.9588 -1.2881 -1.6428
H -3.6456 -0.7205 -3.3536
H 3.2095 -1.9824 -3.0473
H 5.0160 -0.4701 -3.6888
H 5.1148 1.8520 -2.7085
H 3.2791 2.4845 -1.1419
C 2.0256 2.7409 2.7530
C 1.9502 1.5088 1.9095
C 3.0396 0.4930 2.0572
O 1.0284 1.3735 1.1384
H 3.0077 3.2138 2.6699
H 1.8781 2.4265 3.7928
H 1.2381 3.4367 2.4716
H 3.9533 0.9070 1.6227
H 2.7775 -0.4282 1.5480
H 3.2122 0.3006 3.1185
*
```

---

# C3H6IO3

A 2-piece molecular cluster, C3H6IO3 overall at a distorted geometry (the ωB97M-V functional and the def2-TZVPD basis, the OMol25 dataset).

Computed properties:
* largest force on an atom: 1.61 eV/A
* highest occupied orbital energy: -3.4 eV
* frontier orbital gap: 6.34 eV
* ΔE to the lowest compared entry with this formula, charge and spin: 3.1 kcal/mol

Structure (ORCA input):
```
! wB97M-V def2-TZVPD RIJCOSX def2/J DEFGRID3
* xyz -1 1
I -3.8569 3.4496 -0.3977
C -0.1704 1.9733 -0.0250
O -0.4219 0.6503 -0.4702
C 0.4048 -0.2790 -0.0471
O 1.4097 -0.0988 0.5905
O -0.0373 -1.4571 -0.4846
C 0.6431 -2.6014 0.0308
H 0.0673 1.9522 1.0420
H -1.0938 2.5573 -0.0710
H 0.6028 2.5016 -0.5792
H 0.1416 -2.9470 0.9319
H 1.6842 -2.3743 0.2586
H 0.6268 -3.3267 -0.7792
*
```